Record 1
68
Properties=species:S:1:pos:R:3:forces:R:3 method="wB97M-V/def2-TZVPD" spin_multiplicity=5 gap_ev="8.00 / 5.94" total_charge=+1 lumo_energy_ev="-2.7 / -4.7"
Ir -0.328803 -0.361433 -0.439804 -0.007 0.265 -0.585
O -2.639696 -3.461991 -2.132317 0.066 0.047 0.016
C -1.703359 -2.777595 -1.755682 0.006 -0.103 -0.120
N -1.699548 -1.426699 -1.672716 0.406 0.631 0.573
C -2.838427 -0.804894 -2.313692 -0.063 -0.178 -0.035
C -2.996024 0.635766 -1.969982 -0.037 0.083 -0.036
C -3.827710 1.438801 -2.742854 -0.044 0.070 -0.014
C -4.029506 2.754730 -2.378315 0.056 -0.089 0.033
C -3.408966 3.224859 -1.228485 -0.057 -0.019 -0.089
C -2.588202 2.368055 -0.525739 -0.098 0.133 0.094
N -2.362401 1.101349 -0.894870 0.025 -0.178 0.084
C -0.381764 -3.409357 -1.437723 0.086 -0.206 -0.151
C -0.224470 -4.774779 -1.610469 -0.064 0.002 0.005
C 1.034354 -5.328711 -1.453158 0.035 0.084 0.043
C 2.090258 -4.480939 -1.155745 -0.055 0.002 -0.019
C 1.835183 -3.131650 -0.975426 0.156 -0.135 -0.088
N 0.618800 -2.598224 -1.090731 -0.053 0.077 0.101
H -3.750725 -1.341017 -2.029194 -0.019 0.034 -0.017
H -2.757911 -0.914566 -3.399772 -0.010 -0.016 0.008
H -4.305969 1.025375 -3.620994 0.019 -0.031 0.009
H -4.659529 3.400307 -2.975061 -0.016 0.003 0.015
H -3.554307 4.241906 -0.893783 0.047 -0.014 0.062
H -2.086317 2.709236 0.366633 -0.145 0.010 -0.144
H -1.094380 -5.360042 -1.873082 0.009 0.009 -0.029
H 1.194082 -6.391522 -1.573266 -0.012 -0.003 -0.025
H 3.103748 -4.844158 -1.059898 -0.011 -0.024 0.004
H 2.648408 -2.463625 -0.734882 -0.202 -0.303 -0.094
C -1.868765 -0.515168 2.421918 -0.040 0.046 0.002
N -0.801250 -1.303409 1.779118 0.085 -0.019 -0.434
C -1.350941 -2.640474 1.489765 -0.104 -0.222 -0.032
C 0.335144 -1.470654 2.725738 0.176 -0.014 0.050
C 1.701158 -1.638498 2.080798 -0.152 0.074 -0.081
N 2.231576 -0.392846 1.543925 0.083 0.177 0.036
C 2.686941 0.469498 2.637085 -0.071 0.055 -0.076
C 3.377923 -0.638653 0.666771 -0.211 0.162 0.032
H -2.157088 -0.974464 3.373397 -0.008 -0.022 -0.025
H -2.741452 -0.475689 1.771236 0.036 0.001 -0.034
H -1.530372 0.498701 2.621875 0.052 -0.012 -0.001
H -1.781203 -3.083399 2.394825 0.034 0.064 0.027
H -0.564403 -3.301541 1.129570 -0.025 0.057 0.034
H -2.134648 -2.573218 0.736338 0.013 0.011 0.060
H 0.143102 -2.363671 3.328468 -0.096 0.051 0.086
H 0.350889 -0.627418 3.412546 -0.062 0.090 -0.063
H 1.622253 -2.373145 1.279024 0.048 0.027 0.093
H 2.391670 -2.046560 2.835232 -0.037 -0.112 0.024
H 3.496001 -0.013334 3.204621 0.006 0.021 0.029
H 1.881479 0.709126 3.325261 -0.080 -0.009 0.024
H 3.057921 1.409699 2.235773 -0.009 0.032 -0.061
H 4.072069 -1.366891 1.107407 0.084 -0.005 -0.016
H 3.912001 0.295142 0.502746 -0.004 0.002 -0.016
H 3.046167 -0.994180 -0.305731 0.116 0.344 0.125
C 0.642781 4.894226 1.483041 0.053 0.108 -0.137
C -0.084166 3.748243 1.858033 0.011 -0.102 0.127
C -0.046478 2.628986 1.076306 0.455 -0.117 0.165
C 0.711717 2.575997 -0.117053 0.093 0.106 0.168
C 0.769308 1.403893 -0.929179 -0.301 -0.470 0.212
C 1.521915 1.440358 -2.078754 -0.097 -0.422 -0.018
C 2.250921 2.588368 -2.448194 0.096 0.219 -0.011
C 2.219218 3.709826 -1.670347 0.039 -0.092 -0.094
C 1.446347 3.734707 -0.485852 -0.103 -0.189 0.011
C 1.390256 4.884224 0.338415 -0.064 0.050 0.103
H 0.597846 5.779415 2.103476 0.045 0.001 -0.012
H -0.656790 3.765460 2.777848 -0.033 -0.049 -0.042
H -0.584940 1.730197 1.354687 0.013 0.033 0.123
H 1.580535 0.572371 -2.727806 -0.030 -0.009 0.023
H 2.839295 2.573946 -3.356570 -0.009 -0.019 0.003
H 2.784963 4.590814 -1.948247 -0.019 0.000 -0.007
H 1.954284 5.760833 0.043495 -0.004 -0.002 0.002

Record 2
69
Properties=species:S:1:pos:R:3:forces:R:3 method="wB97M-V/def2-TZVPD" spin_multiplicity=2 gap_ev="6.08 / 6.42" total_charge=+4 lumo_energy_ev="-14.2 / -13.9"
Re 0.457544 0.495458 0.325920 0.377 0.277 0.685
C 2.192287 -0.279859 -2.851499 -0.027 0.111 -0.152
C 2.990493 0.029029 -1.632556 0.047 0.031 0.138
C 4.380361 -0.094322 -1.667166 0.040 0.003 -0.004
C 5.152234 0.303429 -0.597825 -0.014 -0.028 -0.029
C 4.523841 0.907206 0.492091 -0.032 0.050 0.095
C 3.150935 1.031750 0.490107 0.000 -0.262 -0.227
N 2.397078 0.521175 -0.522825 -0.009 -0.116 -0.337
Sb 2.320332 2.383236 1.953648 0.162 0.165 0.054
C 0.966434 3.183851 0.478048 -0.337 0.077 -0.155
C 0.820241 4.554950 0.474518 0.052 -0.022 0.123
C 0.245826 5.172683 -0.636765 -0.004 0.034 -0.024
C -0.083017 4.396968 -1.725764 0.008 0.025 -0.024
C 0.066461 3.009949 -1.686388 0.143 0.061 0.105
C -0.092941 2.216114 -2.936869 -0.243 -0.102 0.046
N 0.500386 2.424168 -0.548105 -0.062 0.003 -0.468
C 0.955788 0.986376 2.918791 -0.280 -0.233 0.218
C 1.057738 1.091477 4.284780 0.038 0.059 -0.061
C 0.268720 0.278103 5.096977 -0.020 -0.024 0.027
C -0.588112 -0.617200 4.493277 -0.010 -0.037 0.077
C -0.677236 -0.728767 3.113330 0.253 0.159 -0.127
C -1.588098 -1.783292 2.589175 -0.101 0.050 0.035
N 0.099744 0.096651 2.311733 -0.238 -0.344 0.451
H 2.275852 0.566441 -3.536375 0.010 0.010 -0.014
H 2.591215 -1.145677 -3.377745 0.000 0.094 -0.003
H 1.136746 -0.439367 -2.639132 0.068 0.072 -0.008
H 4.845351 -0.496946 -2.558007 -0.017 0.002 -0.022
H 6.229601 0.196828 -0.622435 0.009 0.003 0.003
H 5.112466 1.309356 1.307872 -0.001 -0.003 -0.007
H 1.186756 5.150995 1.301578 0.003 0.000 -0.009
H 0.127610 6.248791 -0.668384 -0.016 0.003 0.016
H -0.433368 4.857697 -2.640705 -0.016 -0.020 -0.011
H 0.819692 2.321260 -3.525405 0.040 0.030 -0.018
H -0.249033 1.156237 -2.750948 -0.070 -0.039 0.041
H -0.904436 2.601091 -3.550266 -0.035 -0.001 -0.011
H 1.740699 1.801464 4.735262 0.009 0.003 -0.015
H 0.330622 0.345843 6.176711 -0.004 0.004 0.014
H -1.206395 -1.266546 5.099064 -0.016 -0.003 -0.005
H -2.423224 -1.897915 3.279707 -0.011 -0.004 -0.017
H -1.990599 -1.593673 1.607762 -0.015 0.079 -0.098
H -1.078755 -2.749144 2.561649 -0.035 0.055 0.067
C -2.920716 1.374383 -1.637987 0.031 0.066 -0.009
As -2.052114 0.370548 -0.244172 0.357 -0.015 -0.182
C -3.076651 1.002848 1.280095 -0.006 -0.045 0.009
C -2.477153 -1.452909 -0.658142 -0.138 -0.042 -0.058
C -3.788987 -1.780347 -0.990209 -0.021 -0.022 0.022
C -4.118863 -3.098869 -1.283015 0.037 -0.018 0.000
C -3.142755 -4.085955 -1.251023 -0.010 0.044 0.002
C -1.829619 -3.759879 -0.929451 -0.017 -0.017 0.020
C -1.497975 -2.442247 -0.628832 -0.055 -0.184 -0.064
As 0.326592 -2.007979 -0.238299 -0.014 0.370 -0.168
C 1.297829 -2.812596 -1.694246 -0.011 -0.213 0.022
C 1.056881 -3.049682 1.228730 0.059 -0.016 -0.003
H -2.710306 0.952677 -2.614418 0.034 0.020 -0.080
H -2.656494 2.427487 -1.580769 0.007 0.023 -0.038
H -3.987815 1.278423 -1.423731 0.033 0.005 -0.035
H -3.974789 0.383036 1.325089 0.006 0.056 0.031
H -3.354624 2.035291 1.069561 -0.005 -0.022 0.023
H -2.539047 0.952672 2.218897 0.003 -0.035 0.065
H -4.570972 -1.030044 -1.021883 0.029 0.010 0.002
H -5.139283 -3.353174 -1.538291 0.000 0.004 0.001
H -3.400595 -5.111346 -1.481171 0.003 -0.004 0.002
H -1.086798 -4.549450 -0.915804 0.019 0.023 -0.004
H 1.207518 -3.888103 -1.523949 -0.010 0.020 -0.022
H 2.352607 -2.547764 -1.652399 -0.077 -0.081 0.012
H 0.851246 -2.559376 -2.651790 0.035 -0.097 0.062
H 0.450449 -3.953281 1.313464 0.069 -0.007 0.019
H 1.084834 -2.518951 2.174444 0.002 -0.022 -0.017
H 2.069750 -3.321285 0.932457 -0.009 -0.020 0.034

Record 3
70
Properties=species:S:1:pos:R:3:forces:R:3 method="wB97M-V/def2-TZVPD" spin_multiplicity=2 gap_ev="6.62 / 7.08" total_charge=+2 lumo_energy_ev="-6.9 / -6.7"
Ru 0.793239 -0.797368 0.223088 0.252 -0.392 -0.940
C -1.763093 0.498045 1.995556 -0.077 0.030 -0.083
C -0.729578 1.488679 2.427312 0.104 0.067 -0.058
O 0.544425 0.860325 2.366608 -0.061 0.104 0.365
C 1.598273 1.805928 2.489504 0.001 -0.041 -0.090
C 2.015192 2.345768 1.101657 0.006 -0.048 -0.034
O 1.151870 1.755277 0.130940 0.039 0.092 0.145
C 1.467260 2.122580 -1.203971 0.134 -0.083 0.229
C 0.440340 1.440650 -2.043495 -0.133 -0.032 -0.069
O 0.433024 0.008621 -1.793705 -0.242 0.150 -0.102
C -0.590836 -0.553695 -2.646158 -0.008 -0.072 -0.045
C -0.876086 -1.983218 -2.268230 0.056 0.043 0.166
O -1.144510 -2.120756 -0.876429 -0.025 -0.030 -0.030
C -2.456594 -1.858483 -0.396479 -0.009 0.070 -0.019
C -2.626615 -0.389676 -0.062485 0.086 0.133 -0.084
O -1.473116 0.112186 0.637350 -0.158 -0.384 0.228
H -2.747107 0.968774 2.034410 0.024 0.021 0.013
H -1.764050 -0.387357 2.633862 -0.006 0.044 0.006
H -0.939447 1.828393 3.446573 -0.004 -0.023 0.014
H -0.751281 2.352597 1.756519 -0.031 0.002 0.006
H 2.433645 1.303098 2.974318 -0.007 -0.062 -0.074
H 1.278844 2.621380 3.140935 0.054 0.010 0.008
H 3.048223 2.071518 0.870417 0.002 0.051 0.049
H 1.926269 3.433614 1.050003 -0.025 -0.012 -0.015
H 2.484091 1.810612 -1.458426 -0.008 0.026 -0.012
H 1.387823 3.205029 -1.337674 -0.019 0.008 -0.031
H 0.632569 1.593236 -3.106657 0.023 0.016 0.012
H -0.553108 1.823806 -1.794513 0.011 0.018 -0.009
H -0.243109 -0.494445 -3.680480 0.016 -0.062 0.015
H -1.485522 0.064837 -2.560757 -0.007 -0.008 -0.002
H 0.005338 -2.593077 -2.464954 0.012 -0.040 0.020
H -1.700458 -2.378756 -2.865844 -0.023 0.050 -0.018
H -2.565035 -2.471168 0.499307 -0.010 0.016 0.001
H -3.212750 -2.181396 -1.117145 0.007 0.024 -0.014
H -3.524805 -0.247315 0.539379 -0.001 -0.044 0.003
H -2.743225 0.218448 -0.959426 -0.002 -0.026 -0.011
S 2.941756 -0.570417 -0.256963 0.118 0.122 0.084
C 3.879300 -2.058379 -0.126643 -0.061 -0.077 -0.010
C 5.270095 -2.017970 -0.192296 -0.070 -0.044 -0.010
C 5.972418 -3.212414 -0.191287 0.045 -0.021 -0.002
C 5.316920 -4.438709 -0.120693 0.015 -0.036 0.006
C 3.935359 -4.486086 -0.033845 0.003 0.031 0.011
C 3.232537 -3.287712 -0.030366 -0.122 0.095 0.015
As 1.358998 -3.093498 0.209937 0.069 0.314 0.317
C 0.449234 -4.743722 -0.098395 0.094 0.032 0.019
C 0.407392 -5.257238 -1.392646 0.019 -0.025 -0.004
C -0.161564 -6.501179 -1.612974 -0.013 -0.004 0.019
C -0.682408 -7.225042 -0.547556 0.006 0.010 0.003
C -0.625954 -6.713923 0.740959 -0.017 -0.007 -0.004
C -0.053550 -5.471455 0.974858 -0.070 -0.018 0.066
C 1.096917 -2.469055 2.023098 -0.055 0.020 0.081
C -0.173691 -2.568976 2.622612 -0.056 0.005 -0.019
C -0.361902 -2.166071 3.928371 0.025 -0.008 -0.010
C 0.705375 -1.633402 4.649050 -0.001 -0.012 0.016
C 1.956770 -1.505218 4.068027 -0.010 -0.021 -0.015
C 2.158598 -1.926651 2.763416 0.071 -0.041 -0.019
H 5.793192 -1.073451 -0.261242 -0.014 0.015 -0.008
H 7.052125 -3.190427 -0.255243 0.000 0.005 0.005
H 5.890345 -5.355206 -0.126458 -0.010 -0.006 -0.003
H 3.414913 -5.433516 0.033207 0.001 0.000 0.006
H 0.836821 -4.716888 -2.226861 0.029 0.036 -0.012
H -0.188631 -6.911160 -2.613324 -0.002 0.006 -0.005
H -1.120674 -8.198302 -0.721388 -0.009 0.000 -0.004
H -1.019715 -7.286037 1.569985 0.012 -0.008 0.004
H 0.005286 -5.091928 1.988330 0.034 -0.060 -0.077
H -0.997313 -3.006404 2.068864 0.010 0.061 0.000
H -1.331816 -2.273911 4.395837 -0.003 -0.010 0.007
H 0.557007 -1.332912 5.678082 -0.001 0.018 0.000
H 2.783635 -1.102722 4.637176 0.004 0.001 0.006
H 3.150625 -1.878111 2.333063 -0.009 0.010 -0.006